1.
8
Properties=species:S:1:pos:R:3:forces:R:3 method="wB97M-V/def2-TZVPD" total_energy_ha=-1937.04375 e_lumo_ev=-8.08 charge=+1 homo_lumo_gap_ev=6.19 multiplicity=1
Sc -0.2560 2.1683 0.5249 0.46 -4.28 -0.07
F -2.0059 0.3591 1.3486 2.01 1.74 -1.06
N 0.1162 -1.1753 -0.1576 -1.01 1.62 0.03
S 1.6091 -0.4639 0.3534 2.62 -4.41 -2.53
O 2.5172 -0.7878 -0.7846 -1.92 1.06 2.55
O 1.3378 1.0903 0.3052 -3.39 4.57 0.32
S -1.0892 -0.2637 -0.4715 -0.92 -2.09 -0.62
O -2.2294 -0.9271 -1.1185 2.15 1.79 1.37

2.
114
Properties=species:S:1:pos:R:3:forces:R:3 method="wB97M-V/def2-TZVPD" total_energy_ha=-4101.33599 relative_energy_kj_mol=0.0 e_lumo_ev="-11.13 / -11.14" charge=+3 homo_lumo_gap_ev="2.58 / 2.57" multiplicity=1
Sn -1.4226 -1.9572 -0.1505 0.21 1.81 0.41
N -3.4849 -3.7199 -2.0212 -1.30 -1.35 -0.94
C -2.5272 -4.5938 -1.5571 0.63 1.86 0.44
N -2.2815 -5.7558 -2.0673 -0.09 -0.12 0.41
C -1.2434 -6.4199 -1.4795 0.04 -1.00 -1.61
N -0.8724 -7.5581 -2.0605 -0.28 -0.15 -0.29
N -0.5297 -6.0430 -0.4231 -0.18 2.24 2.24
C -0.8249 -4.8213 0.0633 -0.49 -2.05 -1.98
N -1.7239 -4.0092 -0.5674 0.26 -1.57 0.64
C -0.1523 -4.3402 1.2815 1.02 1.35 1.37
C 0.4872 -5.1756 2.1885 0.04 1.44 -0.93
C 1.2457 -4.5771 3.2292 0.26 -1.44 -0.09
C 1.2350 -3.2275 3.4709 -0.19 -0.29 -0.69
C 0.5501 -2.4243 2.5282 -1.10 -0.23 -0.30
N -0.1410 -2.9472 1.4647 0.79 -0.99 0.71
H -4.1994 -4.1188 -2.7027 1.46 0.63 1.29
H -3.8956 -3.0750 -1.3426 0.27 -0.48 -0.35
H -1.3596 -7.8731 -2.8989 0.17 0.13 0.48
H -0.1406 -8.1482 -1.6693 -0.32 0.42 -0.07
H 0.4900 -6.2300 2.0011 0.06 -0.35 0.07
H 1.9101 -5.2803 3.7747 -0.71 0.79 0.06
H 1.7762 -2.8086 4.3197 -0.09 0.13 -0.40
H 0.5973 -0.7878 3.5879 0.20 -0.40 -1.03
O -1.7468 2.5050 0.7697 -0.11 0.02 0.66
S -1.6558 3.9271 1.2583 0.88 0.80 -0.92
C 0.0395 4.3212 1.8396 0.51 0.42 0.80
C 0.7731 3.4602 2.9133 0.06 0.07 -0.53
C 2.2775 3.4808 2.6049 -0.06 0.72 0.23
C 3.2704 3.4853 3.7667 -0.35 1.01 0.25
S 3.0150 2.3290 5.1483 -0.39 0.61 -0.64
O 0.5137 -1.0863 2.6457 -0.38 -0.19 0.40
C 4.1213 1.0438 4.7620 0.26 -1.39 -0.18
C 3.7271 -0.0659 3.9898 0.43 -0.57 0.08
C 4.4645 -1.2837 4.0545 0.39 1.21 -0.09
C 5.6330 -1.3457 4.8213 -0.40 1.20 1.01
C 6.0829 -0.1677 5.4935 -0.45 -1.35 0.49
C 5.3208 1.0095 5.4656 1.04 -0.30 -0.50
C -2.4830 4.2131 2.7851 0.24 0.00 1.26
C -2.4552 5.5215 3.2975 -0.47 -1.12 0.52
C -3.1029 5.7333 4.5169 0.41 -0.36 0.65
C -3.6157 4.6551 5.2567 -0.13 0.75 -0.16
C -3.6230 3.3897 4.7173 -1.71 -1.03 0.42
C -3.0596 3.1583 3.4849 0.21 0.83 -1.28
H -0.0106 5.3500 2.2550 -0.28 -0.47 -0.44
H 0.6645 4.4294 0.9488 -0.27 -0.32 -0.16
H 0.4242 2.4454 2.8775 -0.36 -0.56 0.13
H 0.6130 3.8426 3.9183 -0.31 0.09 0.03
H 2.4336 4.4338 2.1022 0.42 0.13 -0.18
H 2.5279 2.7307 1.8927 0.12 -0.82 -0.68
H 3.0925 4.4517 4.2662 0.43 -0.15 -0.11
H 4.3151 3.4730 3.3844 -0.68 -0.11 0.46
H 2.8587 0.0884 3.3297 0.29 -0.44 0.45
H 4.2285 -2.1837 3.5007 -0.46 0.16 -0.18
H 6.1025 -2.3171 5.0174 0.06 0.57 -0.31
H 6.9014 -0.2958 6.2295 -0.28 0.45 -0.89
H 5.7115 1.9470 5.8818 -0.37 -0.62 0.35
H -1.8517 6.2490 2.7894 -0.33 0.66 -0.11
H -3.1870 6.6944 5.0052 0.31 0.25 -0.36
H -4.0623 4.8190 6.2428 0.11 0.08 -0.49
H -4.3131 2.6404 5.1750 1.20 0.36 -0.16
H -3.0967 2.2598 2.9082 -0.14 -0.90 0.28
S -4.7287 0.8181 -1.3509 -0.44 1.31 0.08
C -5.3901 2.3366 -1.1966 1.81 -1.36 0.14
C -6.7701 2.4677 -0.9919 -2.03 0.97 -0.21
C -7.3436 3.7249 -0.8972 -2.73 -1.99 -0.27
C -6.5246 4.8140 -0.8303 0.67 1.88 0.06
C -5.1521 4.7551 -1.1064 1.18 -0.68 -0.93
C -4.5596 3.5097 -1.2932 0.09 1.12 0.67
H -7.3241 1.5506 -1.0174 -0.55 -0.12 0.10
H -8.4776 3.8760 -0.9511 1.82 -0.42 0.54
H -6.9186 5.8119 -0.5746 -0.04 -0.60 -0.30
H -4.6672 5.7180 -1.3074 0.31 -0.64 0.56
H -3.4981 3.2743 -1.3569 -0.06 0.64 -0.30
O 0.3071 -1.8396 -1.3348 -1.08 -0.38 0.57
P 0.6634 -1.2719 -2.7101 0.70 1.18 -1.28
N -0.1738 0.1646 -2.9870 -0.01 -1.36 1.32
C -0.2881 0.8724 -4.2492 0.77 0.91 -0.39
C -0.3494 2.4109 -3.8662 -0.02 -1.01 0.29
C -0.2188 2.4686 -2.3460 1.09 -0.14 0.51
C -0.6324 1.0839 -1.8896 -1.05 -0.46 -1.14
N 0.4624 -2.3105 -3.9898 -0.01 0.40 0.50
C -0.8281 -2.6427 -4.6078 -1.97 1.28 -0.51
C -0.5765 -3.8043 -5.6134 -0.81 0.18 0.46
C 0.6435 -4.4728 -5.0277 0.25 -0.08 1.48
C 1.4598 -3.3570 -4.3077 1.40 -0.87 0.81
N 2.2671 -1.0286 -2.5581 1.15 0.42 -0.32
C 3.1390 -0.2783 -3.5110 -0.29 -0.79 -1.45
C 4.4859 -0.1053 -2.8321 1.92 -1.03 0.03
C 4.4799 -1.0027 -1.5806 -0.48 -0.91 -0.96
C 3.0024 -1.2566 -1.2908 -0.25 -1.02 0.06
H -1.2336 0.6815 -4.7358 -0.12 -0.58 -0.41
H 0.5852 0.5972 -4.8938 -0.94 0.40 0.25
H -1.3355 2.8130 -4.1079 0.26 -0.01 -0.48
H 0.4406 2.9408 -4.3630 0.09 0.48 -0.31
H -0.9024 3.1853 -1.8923 0.27 0.22 -0.01
H 0.8326 2.6806 -1.9993 -1.01 -0.11 -0.40
H -1.7489 1.0430 -1.8409 0.67 -0.07 0.03
H -0.2621 0.8345 -0.9261 0.46 -0.38 0.79
H -1.1589 -1.7183 -5.1715 0.00 -1.06 0.60
H -1.6503 -2.8730 -3.8530 1.07 0.11 -0.70
H -0.3490 -3.3504 -6.5729 0.12 -0.06 -0.18
H -1.4490 -4.5114 -5.7880 0.99 1.02 0.48
H 1.2323 -4.9574 -5.7703 0.53 -0.43 -0.52
H 0.3772 -5.2363 -4.2622 -0.04 0.41 -0.51
H 2.3075 -2.9838 -4.9593 -1.04 -0.18 0.74
H 1.9289 -3.7646 -3.3288 -0.62 0.63 -1.65
H 2.7538 0.7053 -3.7314 -0.51 0.31 -0.11
H 3.2173 -0.8346 -4.5148 -0.08 0.69 1.48
H 4.7666 0.9136 -2.5352 -0.58 -0.11 -0.30
H 5.3358 -0.4753 -3.4568 -0.81 0.54 0.12
H 5.0077 -0.5468 -0.7977 0.31 0.93 1.35
H 5.0528 -1.9446 -1.6871 -0.62 0.28 -0.50
H 2.5875 -0.6337 -0.5106 0.07 0.33 0.33
H 2.8340 -2.3011 -1.0117 0.08 0.14 0.25

3.
17
Properties=species:S:1:pos:R:3:forces:R:3 method="wB97M-V/def2-TZVPD" total_energy_ha=-309.75153 relative_energy_kj_mol=238.5 e_lumo_ev=1.03 charge=0 homo_lumo_gap_ev=9.95 multiplicity=1 smiles="CC1=CC[C@H]1CO"
C 1.8778 0.4017 -0.7431 0.05 -0.10 -0.06
C 0.5961 -0.2250 -0.3477 0.13 -0.94 -0.71
C 0.2123 -1.3871 0.2428 0.40 -0.44 -1.61
C -1.2529 -1.1737 -0.1275 -0.23 -0.14 0.08
C -0.8159 0.2807 -0.4635 0.10 0.02 -0.11
C -0.9049 1.2319 0.7549 -0.11 -0.20 -0.21
O -0.0217 0.7128 1.7234 -0.50 -1.49 0.71
H 2.7125 0.0314 -0.1426 -0.09 0.03 -0.09
H 2.0456 0.1155 -1.7871 0.19 0.13 0.02
H 1.8539 1.4964 -0.6941 -0.10 -0.23 0.07
H 0.7793 -2.2772 0.4871 -0.03 0.04 0.23
H 0.0837 -0.3859 1.5022 -0.33 3.79 0.89
H -2.0473 -1.2884 0.6180 0.19 -0.01 0.03
H -1.5024 -1.7557 -1.0199 -0.17 0.16 0.12
H -1.1485 0.7221 -1.4093 0.00 -0.04 0.24
H -1.9293 1.3531 1.1508 0.22 -0.22 -0.15
H -0.6027 2.2256 0.3667 0.28 -0.35 0.56